Molecular formula: C23H25N5O2
Method: DFT, the ωB97M-V functional and the def2-TZVPD basis

Positions of all 55 atoms, in Å:
1 C -6.264 -1.793 -2.242
2 C -5.273 -1.411 -1.187
3 N -3.997 -1.380 -1.546
4 C -3.088 -1.046 -0.651
5 C -3.389 -0.703 0.663
6 C -4.726 -0.753 1.048
7 C -5.679 -1.108 0.112
8 H -6.724 -1.156 0.378
9 H -5.005 -0.516 2.064
10 C -2.299 -0.396 1.644
11 O -1.832 -1.262 2.360
12 N -1.889 0.891 1.683
13 C -0.728 1.251 2.477
14 H -0.225 0.318 2.745
15 C 0.207 2.164 1.680
16 H -0.060 3.215 1.794
17 H 1.231 2.024 2.026
18 C 0.119 1.796 0.196
19 N 1.110 2.508 -0.572
20 C 2.232 2.027 -1.157
21 C 2.839 3.088 -1.802
22 C 2.004 4.176 -1.534
23 N 0.976 3.813 -0.794
24 H 2.114 5.195 -1.846
25 H 3.745 3.071 -2.372
26 N 2.616 0.686 -1.097
27 C 2.898 0.020 0.072
28 O 2.754 0.531 1.161
29 C 3.349 -1.381 -0.156
30 C 2.670 -2.169 -1.082
31 C 3.039 -3.483 -1.295
32 C 4.100 -4.017 -0.585
33 C 4.776 -3.239 0.338
34 C 4.413 -1.920 0.577
35 C 5.157 -1.097 1.579
36 H 5.962 -1.673 2.029
37 H 5.579 -0.208 1.112
38 H 4.479 -0.760 2.360
39 H 5.601 -3.664 0.891
40 H 4.399 -5.042 -0.747
41 H 2.499 -4.087 -2.009
42 H 1.828 -1.756 -1.621
43 H 2.961 0.286 -1.958
44 C -1.285 2.128 -0.337
45 C -2.326 1.922 0.775
46 H -3.295 1.659 0.349
47 H -2.446 2.843 1.353
48 H -1.290 3.169 -0.662
49 H -1.516 1.496 -1.195
50 H 0.326 0.727 0.088
51 H -1.050 1.745 3.400
52 H -2.063 -1.057 -1.000
53 H -6.999 -1.002 -2.376
54 H -6.793 -2.699 -1.951
55 H -5.746 -1.968 -3.180

The SMILES is Cc1ccc(C(=O)N2CCC(n3nccc3NC(=O)c3ccccc3C)CC2)cn1. The total charge is 0. For the energy relative to the best compared isomer or geometry (same formula, charge and spin), the calculation gives 35.8 kcal per mole. Its frontier orbital gap is 9.625 eV. The value obtained for the max |F| is 0.78 eV/Å. For the lowest unoccupied orbital energy, the calculation gives 0.65 eV. The HOMO energy comes out at -8.976 eV.